a) Computed, not measured: 3 unconnected molecules or ions with the total composition C3H13NO3, with ωB97M-V/def2-TZVPD.

Structure (XYZ):
```
20
Properties=species:S:1:pos:R:3:lowdin_charge:R:1
C 1.5206 1.1099 1.5826 -0.0477
C 0.5122 0.6230 0.5798 -0.4121
O 0.3912 -0.8153 0.6684 -0.0905
C 0.9392 0.8139 -0.9035 -0.2155
N -0.2373 0.5724 -1.7542 0.0194
H 1.1264 1.2608 2.5891 0.0802
H 2.3288 0.3801 1.7033 0.0876
H 2.0911 1.9928 1.2790 0.0801
H -0.4837 1.0304 0.5870 0.1160
H 0.1141 -1.1226 1.5397 0.1122
H 1.3265 1.8157 -1.0388 0.1110
H 1.7361 0.0860 -1.0476 0.1206
H -0.1397 -0.2975 -2.2653 0.0719
H -0.3195 1.3036 -2.4453 0.0649
O -0.8874 -2.9469 -0.7712 -0.0659
H -0.3901 -2.1657 -0.4917 -0.0173
H -1.8219 -2.7216 -0.7513 0.0243
O -2.8244 -0.5888 0.4503 -0.0546
H -1.8872 -0.6404 0.2413 -0.0223
H -3.0951 0.3101 0.2483 0.0377
```

Its structure (SMILES) is C[C@H](O)CN.O.O. The HOMO-LUMO gap is 10.62 eV.

=====

b) Computed, not measured: 3 unconnected molecules or ions with the total composition C3H13NO3, with ωB97M-V/def2-TZVPD.

Structure (XYZ):
```
20
Properties=species:S:1:pos:R:3:lowdin_charge:R:1
N 2.1433 -0.4917 -2.6076 -0.0248
C 2.0231 0.1801 -1.3624 -0.3599
C 0.9281 -0.2459 -0.3855 -0.1726
C 0.0828 0.3756 0.8604 -0.2762
O -0.9518 -0.2284 1.5768 -0.0689
H 2.4771 -1.4889 -2.6257 0.1034
H 1.3402 -0.2878 -3.2308 0.0829
H 1.9481 1.2600 -1.3263 0.1055
H 2.9945 -0.1034 -0.8372 0.1259
H 0.1331 -0.5010 -1.1125 0.0917
H 1.1265 -1.3060 0.0234 0.1158
H 0.8748 0.6138 1.6198 0.1212
H -0.2744 1.3145 0.4602 0.0956
H -0.7591 0.0317 2.4873 0.0994
O -0.1285 -2.9751 2.5168 -0.0848
H -0.0435 -2.0500 2.2576 -0.0146
H -0.8252 -3.3973 1.9546 0.0610
O -4.2504 3.1622 0.2596 -0.0810
H -3.6977 2.7844 -0.4594 0.0464
H -5.1410 3.3532 -0.0692 0.0340
```

Its structure (SMILES) is NCCCO.O.O. The HOMO-LUMO gap is 10.03 eV.

=====

Energetically preferred structure: a) | next structure: +2.143 eV

=====

a) Computed, not measured: 3 unconnected molecules or ions with the total composition C3H13NO3, with ωB97M-V/def2-TZVPD.

Structure (XYZ):
```
20
Properties=species:S:1:pos:R:3:lowdin_charge:R:1
C 0.4053 1.5047 1.7717 -0.1631
C 0.0718 1.6137 0.3379 -0.2472
N 1.2934 0.8627 -0.4588 -0.0299
C 1.0033 0.6574 -1.9009 -0.3049
O -0.3261 0.3041 -2.3451 -0.1132
H 0.3686 0.4769 2.1820 0.0541
H -0.3691 2.0593 2.4093 0.0923
H 1.5364 1.8269 1.9488 0.1154
H -0.8995 1.1574 0.0537 0.0841
H -0.0264 2.6743 -0.0504 0.1208
H 1.4071 -0.0087 -0.0295 0.0476
H 1.6319 -0.2116 -2.2274 0.1096
H 1.4127 1.5701 -2.4343 0.1252
H -0.7883 -0.2468 -1.6405 0.0937
O -1.5329 -1.5634 1.5887 -0.0401
H -2.4564 -1.1718 1.3043 0.1177
H -1.5361 -2.0908 2.2844 -0.0583
O -0.3863 -3.3223 -0.5672 -0.0122
H 0.2886 -2.9252 -1.1683 0.0628
H -1.0980 -3.1669 -1.0585 -0.0543
```

Its structure (SMILES) is CCNCO.O.O. The HOMO-LUMO gap is 9.81 eV.

=====

b) Computed, not measured: 3 unconnected molecules or ions with the total composition C3H13NO3, with ωB97M-V/def2-TZVPD.

Structure (XYZ):
```
20
Properties=species:S:1:pos:R:3:lowdin_charge:R:1
N -1.8316 0.8697 -2.8997 -0.0217
C -0.7988 0.5236 -1.9024 -0.2844
C -1.0080 1.1297 -0.5243 -0.1936
C -0.4123 0.2840 0.5980 -0.2633
O -1.0363 0.5748 1.8571 -0.0875
H -2.7285 0.5332 -2.5618 0.0579
H -1.9266 1.8750 -2.9812 0.0595
H 0.1233 0.8407 -2.3682 0.1066
H -0.7807 -0.5626 -1.8291 0.1051
H -0.6343 2.1481 -0.3877 0.1137
H -2.0731 1.2605 -0.2997 0.1093
H -0.5157 -0.7852 0.4005 0.1122
H 0.6405 0.5141 0.7580 0.1181
H -1.7439 -0.0463 2.0278 0.0750
O 1.4632 0.8750 4.9464 -0.0623
H 0.8939 0.1595 4.6530 0.0238
H 1.1015 1.6504 4.5020 0.0320
O 2.9894 -3.5834 -2.5366 -0.0459
H 3.7770 -4.1198 -2.6818 0.0370
H 2.5440 -4.0278 -1.8392 0.0088
```

Its structure (SMILES) is NCCCO.O.O. The HOMO-LUMO gap is 10.00 eV.

=====

Energetically preferred structure: b) | next structure: +1.626 eV

=====

a) Computed, not measured: 4 unconnected molecules or ions with the total composition C3H13NO3, with ωB97M-V/def2-TZVPD.

Structure (XYZ):
```
20
Properties=species:S:1:pos:R:3:lowdin_charge:R:1
C 0.1024 0.2722 -1.4745 -0.0738
C 0.8691 0.8452 -0.4686 -0.2076
N 0.5330 0.7298 0.8652 -0.1004
C 0.6180 1.8498 1.7675 -0.1037
H 0.0449 -0.8190 -1.4086 0.0322
H -0.3327 0.8709 -2.2595 0.0283
H 1.5783 1.6546 -0.6414 0.1051
H -0.2945 0.1122 0.9186 0.0986
H 1.2484 2.6807 1.4194 0.0854
H 0.8471 1.4919 2.7714 0.0782
H -0.3656 2.3488 1.7050 0.0759
O 2.9169 -1.6382 -1.8802 -0.0773
H 2.2038 -1.1302 -2.2827 -0.0011
H 2.6508 -2.5620 -1.7604 0.0356
O -2.4079 0.4597 0.6660 -0.0554
H -2.5567 0.3424 -0.2705 0.0338
H -2.7829 1.3061 0.9459 0.0487
O -1.7667 -2.7571 0.1684 -0.0605
H -2.1937 -3.4679 0.6680 0.0423
H -0.9121 -2.5899 0.5509 0.0156
```

Its structure (SMILES) is C=CNC.O.O.O. The HOMO-LUMO gap is 7.82 eV.

=====

b) Computed, not measured: 3 unconnected molecules or ions with the total composition C3H13NO3, with ωB97M-V/def2-TZVPD.

Structure (XYZ):
```
20
Properties=species:S:1:pos:R:3:lowdin_charge:R:1
C -0.6511 -2.2980 -2.1666 -0.0950
C -0.8797 -0.8487 -1.8333 -0.3012
N -0.6019 -0.5658 -0.4328 -0.1047
C -1.1923 0.6203 0.1041 -0.3114
O -0.6906 0.9009 1.3891 -0.0485
H -1.0457 -2.5596 -3.1572 0.0774
H -1.2222 -2.9410 -1.4949 0.0772
H 0.4020 -2.5819 -2.1505 0.0727
H -0.3538 -0.1289 -2.4748 0.1170
H -1.9496 -0.6287 -1.9944 0.1091
H -0.6987 -1.4030 0.1222 0.1210
H -2.2818 0.4981 0.1890 0.1196
H -0.9780 1.4930 -0.5207 0.1246
H -0.0303 0.2485 1.6422 0.0801
O 2.1185 -1.0187 -0.0917 -0.0773
H 1.5074 -0.6622 -0.7552 0.0055
H 2.9139 -0.4842 -0.1909 0.0342
O 2.0064 3.7973 4.7861 -0.0641
H 1.7584 3.8970 3.8567 0.0357
H 1.8690 4.6656 5.1737 0.0281
```

Its structure (SMILES) is CCNCO.O.O. The HOMO-LUMO gap is 9.78 eV.

=====

c) Computed, not measured: 4 unconnected molecules or ions with the total composition C3H13NO3, with ωB97M-V/def2-TZVPD.

Structure (XYZ):
```
20
Properties=species:S:1:pos:R:3:lowdin_charge:R:1
C -2.0278 -0.7840 -0.3719 -0.2534
C -0.5966 -0.3132 -0.2144 -0.4352
C -0.6836 1.1974 -0.3033 -0.0436
O 0.4665 -1.0206 -0.9312 -0.0503
N -2.8527 -0.0378 0.5346 0.2264
H -2.2555 -0.5441 -1.3703 0.1156
H -2.0955 -1.9099 -0.3594 0.2027
H -0.2731 -0.5332 0.8684 0.1176
H -1.5661 1.4750 -1.0678 0.1145
H -1.1563 1.5178 0.6856 0.1033
H 0.2991 1.6793 -0.6578 0.1209
H -1.0330 -0.7723 2.7767 0.0317
H -1.5299 -0.3721 2.9199 0.0360
H -3.7592 -0.0912 -0.0844 0.1247
H 2.5960 0.6848 0.4811 0.0581
H 2.6975 1.0753 2.0765 -0.0119
O 2.0347 1.0379 1.3954 -0.1903
H 1.4571 -0.8051 -0.5776 0.0738
H 3.2338 -0.5213 -1.6024 -0.0249
O 2.8989 -0.1697 -0.7759 -0.3157
```

The HOMO-LUMO gap is 3.43 eV.

=====

Energetically preferred structure: b) | next structure: +1.985 eV